{"formula": "C19H32NO4P2W", "method": "ωB97M-V/def2-TZVPD", "relative_energy_kj_mol": 0.0, "homo_lumo_gap_ev": [6.61, 5.91], "largest_force_ha_per_bohr": 0.0818, "charge": 1, "total_energy_ha": -1848.35581, "lumo_ev": [-4.28, -5.49], "multiplicity": 3, "e_homo_ev": [-10.886, -11.398], "s_squared": 2.0383, "species": ["C", "C", "N", "C", "C", "C", "C", "P", "W", "P", "C", "C", "C", "C", "C", "C", "C", "O", "O", "H", "H", "H", "C", "C", "H", "H", "H", "H", "C", "C", "H", "H", "H", "H", "H", "H", "H", "H", "H", "H", "H", "H", "H", "H", "H", "H", "H", "H", "H", "H", "H", "H", "C", "O", "C", "O", "H", "H", "H"], "coordinates": [[-0.66846, 3.92504, -1.67691], [-0.85847, 2.61641, -1.18727], [0.13219, 2.08139, -0.35007], [0.99948, 2.94447, 0.23698], [0.98500, 4.29673, -0.03035], [0.19133, 4.79710, -1.05682], [-1.93059, 1.80274, -1.49613], [-2.08261, 0.17428, -0.82206], [0.18749, -0.03526, 0.16940], [2.26385, 0.57005, 1.02996], [1.90584, 2.36682, 1.28385], [0.19067, -2.25906, 0.40262], [-0.86185, -2.88762, 1.09111], [-0.90943, -4.28238, 1.22496], [0.10484, -5.09440, 0.71308], [1.16364, -4.47710, 0.04762], [1.19800, -3.09018, -0.12772], [-0.78686, 0.93791, -5.56858], [0.95114, -2.48614, -4.01463], [-1.27469, 4.21774, -2.54468], [1.65759, 4.93609, 0.53323], [0.22343, 5.84290, -1.32453], [-3.56791, 0.49023, 0.20918], [-2.61729, -1.18868, -1.94410], [2.87741, 2.89183, 1.29948], [1.45982, 2.49817, 2.28559], [-1.29354, 1.50257, -4.97250], [-2.61603, 2.17492, -2.25518], [2.65574, -0.16898, 2.61739], [3.74721, 0.49949, 0.02769], [-1.65000, -2.27694, 1.54343], [-1.74225, -4.75319, 1.75557], [0.06965, -6.18180, 0.83142], [1.97104, -5.10450, -0.35171], [2.02244, -2.62857, -0.68224], [0.54194, -0.41351, -1.40433], [0.13526, -2.41119, -3.43407], [1.14882, -1.56907, -4.28446], [0.12718, 1.29852, -5.52764], [1.39587, -0.00409, -1.02077], [-4.31590, 0.94872, -0.45802], [-3.99347, -0.39894, 0.68754], [-3.28871, 1.22165, 0.97618], [-3.48981, -0.89672, -2.55084], [-1.80406, -1.50184, -2.62090], [-2.89278, -2.08317, -1.36353], [4.56315, 1.00187, 0.56501], [4.00383, -0.55477, -0.14065], [3.57917, 0.98627, -0.94078], [3.52481, 0.34604, 3.05393], [1.80233, -0.12378, 3.30860], [2.90324, -1.22442, 2.44333], [-1.22696, -0.20201, 4.33225], [-0.67065, -0.57075, 3.06421], [-0.74739, 0.41965, 2.10432], [-1.31474, 1.48733, 2.34916], [-2.30175, -0.00263, 4.24335], [-0.71329, 0.66754, 4.75633], [-1.06389, -1.07275, 4.96471]], "forces_ev_per_a": [[-1.180, 0.046, -0.764], [1.845, -0.343, 0.563], [-0.325, 1.805, 0.069], [-0.701, -1.557, -0.015], [0.330, 0.846, -0.116], [0.202, -0.289, 0.349], [-0.411, 0.170, -2.000], [-0.599, -1.316, 1.367], [-1.575, -3.107, 2.358], [-0.028, 0.574, 0.770], [1.220, 0.238, 0.376], [0.009, 1.474, -0.493], [-0.233, -0.567, 0.012], [-0.265, 0.058, 0.278], [-0.058, 0.567, -0.018], [0.497, -0.176, -0.323], [0.035, -0.225, 0.124], [0.924, 0.377, 0.346], [-1.276, 0.754, 1.023], [0.127, 0.114, 0.620], [-0.139, -0.020, -0.122], [0.100, -0.012, -0.141], [-0.157, 0.313, -0.212], [-0.050, 0.342, -0.785], [-0.417, 0.091, 0.026], [-0.040, -0.145, -0.387], [0.046, -0.041, -0.162], [-0.146, 0.025, 0.225], [0.658, 0.229, 0.572], [0.554, 0.079, 0.123], [0.238, -0.331, -0.164], [0.238, 0.233, -0.159], [0.021, 0.459, -0.050], [-0.328, 0.362, 0.115], [-0.213, -0.328, 0.120], [0.103, -0.019, -2.456], [1.567, -0.140, -1.115], [-0.264, -0.629, 0.123], [-0.939, -0.332, -0.149], [0.497, -0.409, -0.648], [0.051, -0.234, 0.322], [0.257, 0.077, -0.200], [-0.055, -0.187, -0.110], [0.278, -0.090, 0.186], [-0.298, 0.348, 0.284], [0.154, 0.531, 0.175], [-0.006, -0.189, -0.272], [0.005, 0.261, 0.004], [0.033, -0.095, 0.241], [-0.175, -0.289, 0.059], [0.216, 0.023, -0.361], [-0.048, 0.230, 0.050], [-0.181, -0.277, 0.354], [-0.027, 1.113, -0.480], [-0.785, 0.509, 0.494], [0.653, -0.956, 0.020], [0.306, 0.068, 0.049], [-0.180, -0.103, -0.143], [-0.060, 0.088, 0.050]], "lowdin_spin": [0.14, 0.03, 0.12, 0.03, 0.15, 0.01, 0.42, 0.08, 0.82, 0.04, 0.01, 0.02, 0.01, 0.00, 0.00, 0.00, 0.01, 0.00, 0.00, 0.00, 0.01, 0.00, 0.03, 0.02, 0.00, 0.00, 0.00, 0.02, 0.01, 0.00, 0.00, 0.00, 0.00, 0.00, 0.00, 0.00, 0.00, 0.00, 0.00, 0.01, 0.00, 0.00, 0.00, 0.00, 0.00, 0.00, 0.00, 0.00, 0.00, 0.00, 0.00, 0.00, 0.00, 0.00, 0.00, 0.01, 0.00, 0.00, 0.00]}